Entry 1:
ORCA calculation (ωB97M-V/def2-TZVPD) on C40H67GeN9PSiW as an isolated structure in a non-equilibrium geometry.

Each line ends with the Löwdin spin population.
CARTESIAN COORDINATES (ANGSTROEM)
W (-0.4642, -0.6582, -0.3980)  0.962
C (-0.1904, -0.3364, 4.5612)  0.001
N (-1.0642, -1.3913, 4.0355)  0.011
C (-1.7281, -2.3030, 4.9754)  0.001
C (-1.2043, -1.5175, 2.7200)  0.011
N (-0.7942, -0.6495, 1.8414)  0.014
N (-1.8457, -2.6780, 2.2971)  0.000
C (-1.7584, -3.2064, 1.0592)  0.002
N (-2.3901, -4.3481, 0.8730)  0.002
N (-1.0300, -2.6431, 0.1207)  0.000
H (0.1025, -0.6032, 5.5720)  0.000
H (-0.6940, 0.6298, 4.5927)  0.001
H (0.7208, -0.2590, 3.9638)  0.000
H (-1.6236, -1.9021, 5.9769)  0.000
H (-1.2793, -3.3001, 4.9667)  0.000
H (-2.7999, -2.3738, 4.7748)  0.000
H (-0.4220, 0.1752, 2.2895)  0.003
H (-2.2267, -3.2770, 3.0093)  0.000
H (-3.0417, -4.7187, 1.5474)  0.000
H (-2.4074, -4.7568, -0.0505)  0.000
H (-0.9688, -3.2514, -0.6950)  0.001
N (-0.8585, 1.1086, -0.6134)  -0.052
P (-1.0775, 2.7041, -0.8298)  -0.008
N (-1.6375, 3.4762, 0.4902)  -0.002
C (-2.9992, 4.0670, 0.5729)  0.000
C (-3.1147, 4.8757, 1.8546)  0.000
C (-2.9958, 3.9676, 3.0913)  0.000
C (-2.0033, 2.8120, 2.8370)  0.000
C (-0.9742, 3.2327, 1.7950)  0.000
N (0.3482, 3.3582, -1.2217)  -0.003
C (0.6936, 4.7594, -0.8893)  0.000
C (1.9337, 4.7995, -0.0085)  0.000
C (3.1029, 4.0002, -0.6402)  0.000
C (2.6992, 3.3588, -1.9711)  0.000
C (1.4290, 2.5382, -1.8251)  0.000
N (-2.1769, 3.0235, -1.9856)  -0.003
C (-3.4534, 2.2628, -1.9836)  0.000
C (-3.4092, 1.0763, -2.9464)  0.000
C (-2.9690, 1.5057, -4.3479)  0.000
C (-1.6592, 2.2951, -4.3008)  0.000
C (-1.7886, 3.4709, -3.3428)  0.000
H (-3.7717, 3.2902, 0.5834)  0.000
H (-3.1719, 4.6938, -0.2992)  0.000
H (-4.0725, 5.3944, 1.8543)  0.000
H (-2.3366, 5.6439, 1.8697)  0.000
H (-3.9756, 3.5639, 3.3528)  0.000
H (-2.6607, 4.5596, 3.9444)  0.000
H (-2.5291, 1.9232, 2.4682)  0.000
H (-1.4954, 2.5398, 3.7646)  0.000
H (-0.2056, 2.4795, 1.6613)  0.000
H (-0.4687, 4.1434, 2.1312)  0.000
H (-0.1553, 5.2185, -0.3898)  0.000
H (0.8626, 5.3198, -1.8117)  0.000
H (1.6793, 4.3778, 0.9683)  0.000
H (2.2127, 5.8425, 0.1539)  0.000
H (3.4258, 3.2090, 0.0434)  0.000
H (3.9640, 4.6495, -0.8028)  0.000
H (3.4941, 2.7019, -2.3280)  0.000
H (2.5577, 4.1243, -2.7366)  0.000
H (1.6271, 1.6837, -1.1866)  0.001
H (1.1190, 2.1530, -2.8001)  0.000
H (-4.2549, 2.9508, -2.2709)  0.000
H (-3.6643, 1.9143, -0.9716)  0.000
H (-4.3992, 0.6179, -2.9849)  0.000
H (-2.7111, 0.3339, -2.5485)  0.001
H (-3.7487, 2.1325, -4.7935)  0.000
H (-2.8604, 0.6303, -4.9912)  0.000
H (-1.3894, 2.6566, -5.2944)  0.000
H (-0.8475, 1.6487, -3.9479)  0.000
H (-2.5789, 4.1426, -3.6902)  0.000
H (-0.8681, 4.0458, -3.2865)  0.000
C (-3.0365, -2.5674, -2.5177)  0.003
Si (-1.2695, -2.6527, -3.1744)  0.004
C (-0.3586, -4.1951, -2.5926)  0.001
C (-1.2986, -2.6287, -5.0251)  0.000
C (-0.3929, -1.1043, -2.5487)  0.024
H (-3.4789, -3.5507, -2.3091)  0.000
H (-3.6725, -2.0921, -3.2728)  0.000
H (-3.1135, -1.9633, -1.6169)  0.002
H (-1.0336, -4.9983, -2.2582)  0.000
H (0.3788, -4.0102, -1.8020)  0.000
H (0.2011, -4.6091, -3.4378)  0.000
H (-1.8219, -3.5044, -5.4330)  0.000
H (-0.2769, -2.6358, -5.4238)  0.000
H (-1.8035, -1.7301, -5.3994)  0.000
H (-0.9351, -0.2658, -2.9931)  0.002
H (0.6127, -1.0879, -2.9766)  0.014
C (3.0175, -0.9064, -2.1529)  0.005
Ge (2.0381, -1.3475, -0.5132)  0.001
C (2.9761, -0.2064, 0.8150)  0.003
C (4.3301, -0.4420, 1.0715)  0.000
C (5.0345, 0.3456, 1.9772)  0.000
C (4.3931, 1.3705, 2.6639)  0.000
C (3.0522, 1.6300, 2.4158)  0.001
C (2.3624, 0.8499, 1.4898)  0.006
C (2.5835, -3.1714, -0.0646)  -0.007
C (3.3152, -3.8694, -0.9880)  -0.002
C (3.8224, -5.1628, -0.6987)  0.000
C (3.5498, -5.7532, 0.4967)  -0.001
C (2.7779, -5.0775, 1.4785)  0.000
C (2.4880, -5.6844, 2.7310)  0.000
C (1.7796, -5.0203, 3.6882)  0.000
C (1.3329, -3.7001, 3.4400)  0.000
C (1.5792, -3.0979, 2.2355)  0.000
C (2.2976, -3.7700, 1.2070)  -0.001
H (4.0813, -0.9083, -1.9112)  0.000
H (2.7453, 0.0862, -2.5035)  0.000
H (2.8403, -1.6150, -2.9659)  0.001
H (4.8419, -1.2533, 0.5617)  0.000
H (6.0890, 0.1597, 2.1472)  0.000
H (4.9405, 1.9699, 3.3819)  0.000
H (2.5520, 2.4453, 2.9338)  0.000
H (1.3434, 1.0962, 1.2471)  0.005
H (3.5230, -3.4404, -1.9617)  0.000
H (4.4265, -5.6758, -1.4393)  0.000
H (3.9274, -6.7471, 0.7194)  0.000
H (2.8572, -6.6872, 2.9215)  0.000
H (1.5729, -5.4931, 4.6431)  0.000
H (0.8183, -3.1553, 4.2277)  0.000
H (1.2534, -2.0816, 2.0578)  0.000

## Properties
Net charge: +2
Highest occupied orbital energy (spin up / spin down): -12.600 / -12.583 eV
<S²>: 0.76
E: -131477.8977 eV
2S+1: 2
Energy relative to the best compared isomer or geometry (same formula, charge and spin): 3.96 kcal/mol
Gap between HOMO and LUMO (spin up / spin down): 6.508 / 6.774 eV

=====

Entry 2:
ORCA calculation (ωB97M-V/def2-TZVPD) on C40H68BaN3O18 as an isolated structure in a non-equilibrium geometry.

Each line ends with the Mulliken charge.
CARTESIAN COORDINATES (ANGSTROEM)
Ba (-8.2960, 12.6681, 0.4894)  2.012
C (-6.1808, 16.7671, 0.9258)  1.864
C (-6.7748, 15.3830, 1.0358)  0.641
O (-7.9939, 15.2657, 1.3477)  -0.934
O (-6.1089, 14.3506, 0.7726)  -0.999
H (-6.2918, 17.1490, -0.0883)  -0.850
H (-5.1053, 16.7921, 1.1272)  -0.417
H (-6.5893, 17.4195, 1.6968)  -0.508
C (-5.5118, 14.6281, 6.8271)  -0.497
C (-5.5756, 15.7756, 7.6167)  -0.811
C (-5.5823, 17.0210, 6.9823)  -0.527
C (-5.5259, 17.1105, 5.6033)  -0.650
C (-5.5295, 15.9487, 4.8465)  0.655
C (-5.4815, 14.7129, 5.4399)  -0.907
N (-5.5944, 18.4048, 4.9264)  0.903
O (-5.7768, 19.3771, 5.6240)  -0.630
O (-5.5650, 18.4401, 3.7112)  -0.075
H (-5.4857, 13.6456, 7.2841)  0.462
H (-5.4344, 15.5979, 8.6729)  0.455
H (-5.5715, 17.9310, 7.5683)  0.541
H (-5.4804, 15.9939, 3.7641)  0.740
H (-5.1756, 13.9332, 4.7535)  0.450
C (-2.4813, 14.6855, 0.1300)  -0.117
C (-2.9055, 14.6023, 1.4538)  -0.239
C (-2.4184, 15.5416, 2.3364)  -0.187
C (-1.5542, 16.5760, 1.9605)  -0.107
C (-1.1953, 16.6643, 0.6216)  -0.201
C (-1.5736, 15.6658, -0.2610)  -0.960
N (-1.0001, 17.4614, 2.9532)  1.159
O (0.0715, 17.9719, 2.6745)  -0.617
O (-1.6293, 17.7027, 3.9651)  -0.603
H (-2.6372, 13.9186, -0.6203)  0.365
H (-3.7418, 13.9662, 1.7040)  0.160
H (-2.8129, 15.5738, 3.3474)  0.422
H (-0.4679, 17.3976, 0.2982)  0.462
H (-1.2684, 15.6417, -1.2977)  0.420
C (-9.0090, 18.9315, 0.0302)  1.358
C (-9.9039, 19.2287, -1.0060)  -1.009
C (-10.2454, 20.5532, -1.1911)  -0.299
C (-9.6507, 21.5586, -0.4486)  -0.405
C (-8.7278, 21.2409, 0.5330)  -0.710
C (-8.3652, 19.9159, 0.7573)  -0.555
N (-10.0689, 22.9443, -0.5754)  1.016
O (-10.8345, 23.2369, -1.4763)  -0.610
O (-9.6061, 23.7637, 0.1836)  -0.601
H (-8.8872, 17.8858, 0.2960)  -0.476
H (-10.4051, 18.4532, -1.5671)  0.422
H (-10.9466, 20.9076, -1.9407)  0.501
H (-8.1904, 22.0330, 1.0382)  0.528
H (-7.6337, 19.7058, 1.5241)  0.623
C (-4.9047, 11.8502, -0.4896)  -0.803
O (-6.2452, 11.5958, -0.8929)  -0.245
C (-6.4059, 11.3669, -2.2585)  -0.422
C (-7.8067, 10.8689, -2.6123)  -0.875
O (-8.9201, 11.6580, -2.1213)  0.144
C (-10.1278, 11.0710, -2.5777)  -0.820
H (-4.6089, 12.7501, -1.0351)  0.303
H (-4.2133, 11.0269, -0.6841)  0.396
H (-4.7784, 12.0799, 0.5662)  0.188
H (-5.7885, 10.5525, -2.6584)  0.455
H (-6.1410, 12.2630, -2.8325)  0.337
H (-7.9797, 9.9274, -2.0771)  0.383
H (-7.9081, 10.7361, -3.6891)  0.417
H (-10.9064, 11.8023, -2.3635)  0.182
H (-10.4650, 10.1402, -2.1099)  0.314
H (-10.1385, 10.8889, -3.6539)  0.337
C (-11.0771, 15.7553, 0.9817)  -0.369
O (-10.7521, 14.5479, 0.3305)  -0.208
C (-10.9796, 14.5762, -1.0767)  -1.126
C (-9.7966, 15.0342, -1.9393)  0.864
O (-8.6171, 14.3249, -1.5897)  0.015
C (-7.4585, 14.8479, -2.2533)  0.238
H (-10.3323, 16.5392, 0.8092)  0.057
H (-11.0061, 15.5760, 2.0550)  0.110
H (-12.0481, 16.1909, 0.7346)  0.392
H (-11.8555, 15.1585, -1.3780)  0.518
H (-11.2917, 13.5582, -1.3306)  -0.088
H (-9.6904, 16.1137, -1.8048)  -0.437
H (-10.0208, 14.8540, -2.9911)  0.337
H (-7.5137, 14.6757, -3.3292)  0.396
H (-6.5675, 14.2937, -1.9469)  -0.221
H (-7.3294, 15.8668, -1.8957)  -0.595
C (-3.1344, 24.7907, 1.9293)  -0.776
O (-3.6704, 23.4976, 1.8480)  -0.262
C (-3.1450, 22.6333, 2.8144)  -0.839
C (-3.6078, 21.2032, 2.6157)  0.194
O (-3.0137, 20.5486, 1.5204)  -0.503
C (-3.5881, 19.2673, 1.3607)  -0.252
H (-3.3224, 25.2134, 2.9210)  0.313
H (-3.5692, 25.4715, 1.1982)  0.248
H (-2.0622, 24.7929, 1.7007)  0.311
H (-3.3437, 22.8970, 3.8564)  0.396
H (-2.0503, 22.6251, 2.7134)  0.356
H (-4.6925, 21.3265, 2.4725)  0.061
H (-3.4870, 20.6616, 3.5562)  0.192
H (-3.7451, 18.6879, 2.2702)  -0.155
H (-2.8214, 18.7184, 0.8080)  0.292
H (-4.4944, 19.3093, 0.7526)  0.411
C (-11.6232, 16.0891, -4.7442)  -0.906
O (-10.6657, 16.9780, -4.1967)  -0.129
C (-9.7376, 17.3832, -5.1789)  -0.560
C (-8.7553, 18.3891, -4.6054)  -0.716
O (-8.1544, 17.8352, -3.4515)  -0.016
C (-7.1999, 18.7183, -2.9158)  -0.249
H (-11.0938, 15.3272, -5.3308)  0.427
H (-12.3711, 16.6019, -5.3476)  0.303
H (-12.0816, 15.5206, -3.9348)  0.168
H (-10.2667, 17.6895, -6.0867)  0.460
H (-9.1130, 16.5321, -5.4956)  0.278
H (-9.1780, 19.3888, -4.4481)  0.363
H (-7.9629, 18.5865, -5.3408)  0.423
H (-7.6073, 19.6751, -2.5696)  0.304
H (-6.3470, 18.9772, -3.5531)  0.372
H (-6.8206, 18.2190, -2.0221)  -0.372
C (-9.4358, 14.2080, 7.7608)  -0.648
O (-10.1612, 15.1929, 7.0578)  -0.433
C (-9.2845, 16.0738, 6.3841)  0.207
C (-10.1258, 17.1681, 5.7334)  -0.462
O (-9.3753, 18.2314, 5.1676)  -0.434
C (-8.7829, 17.9812, 3.9111)  0.160
H (-8.9473, 13.4778, 7.1015)  0.249
H (-10.1589, 13.6407, 8.3475)  0.307
H (-8.6526, 14.6032, 8.4090)  0.265
H (-8.7927, 15.5704, 5.5333)  0.030
H (-8.5015, 16.4629, 7.0382)  0.151
H (-10.7118, 17.6676, 6.5041)  0.312
H (-10.7792, 16.7028, 4.9902)  0.221
H (-8.1786, 18.8630, 3.6978)  -0.030
H (-9.5105, 17.8384, 3.1042)  0.255
H (-8.1137, 17.1154, 3.9868)  -0.121

## Properties
Net charge: +1
Highest occupied orbital energy: -10.733 eV
E: -84584.6865 eV
Energy relative to the best compared isomer or geometry (same formula, charge and spin): 0.00 kcal/mol
Gap between HOMO and LUMO: 7.447 eV